Molecular formula: C34H94O13
Method: DFT, ωB97M-V with the def2-TZVPD basis set

The geometry in XYZ format:
```
141
Properties=species:S:1:pos:R:3:forces:R:3
C -6.2375 7.0268 -0.8319 -0.34 -0.53 0.08
C -5.2390 6.6029 0.2599 0.45 0.89 -2.03
O -4.6314 5.4112 -0.2415 -0.67 0.02 0.17
C -3.7338 4.7903 0.6362 1.08 -0.64 0.11
C -3.2138 3.4353 0.0824 -0.38 0.25 0.08
H -6.7851 6.1354 -1.1379 -0.33 0.07 0.11
H -6.9326 7.8122 -0.5351 -0.01 -0.13 0.31
H -5.7680 7.3878 -1.7470 0.45 -0.05 0.20
H -4.4979 7.4018 0.2319 0.45 0.06 0.58
H -5.6617 6.5748 1.2642 -0.11 -0.63 0.02
H -2.8585 5.4171 0.8064 0.15 0.33 0.06
H -4.2047 4.6684 1.6116 -0.18 -0.28 0.19
H -2.3292 3.4885 -0.5522 -0.14 0.56 -0.21
H -4.0057 2.9456 -0.4844 -0.08 -0.09 0.06
H -2.8697 2.7720 0.8760 -0.30 0.10 0.26
C -6.0704 0.5096 4.0221 1.64 -0.37 -1.18
C -4.7526 0.5029 3.1610 -0.58 -1.52 0.90
O -4.8481 -0.6692 2.3494 -0.93 0.33 0.55
C -3.9257 -0.8282 1.3138 -0.05 0.36 0.00
C -4.1807 -2.1448 0.6340 0.41 -0.31 -0.46
H -5.9144 1.1130 4.9164 -0.56 0.53 -0.36
H -6.8268 0.7604 3.2784 -0.46 0.52 0.74
H -6.2944 -0.4961 4.3780 0.24 -0.11 -0.16
H -4.6152 1.4204 2.5888 -0.20 0.07 -0.27
H -3.8730 0.3727 3.7915 0.19 0.21 0.23
H -4.0395 -0.0020 0.6121 0.03 0.22 -0.36
H -2.9067 -0.7595 1.6945 0.28 -0.15 0.06
H -3.9490 -2.9908 1.2811 -0.13 0.03 0.13
H -3.5046 -2.2173 -0.2179 0.02 -0.04 -0.03
H -5.1984 -2.2658 0.2630 -0.09 0.23 0.18
C 2.7389 -3.7263 -4.7187 -0.93 -1.16 -0.55
C 3.2265 -2.3144 -4.6921 0.02 -1.04 -0.37
C 2.0944 -1.3291 -4.7128 -0.08 1.22 0.52
O 4.0124 -2.1823 -3.5211 0.16 0.96 0.94
H 2.2480 -3.9816 -5.6578 0.07 0.13 -0.23
H 1.9719 -3.9210 -3.9691 0.07 0.23 0.32
H 3.5077 -4.4859 -4.5773 0.33 0.15 0.01
H 3.8835 -2.1223 -5.5404 -0.01 -0.02 -0.29
H 2.5144 -0.3332 -4.8541 -0.12 0.17 -0.16
H 1.5491 -1.2621 -3.7713 0.13 -0.36 0.28
H 1.3247 -1.4935 -5.4668 0.43 -0.24 -0.27
H 4.5598 -2.9610 -3.3959 -0.04 -0.05 -0.12
C -0.2172 0.2284 0.8503 1.85 0.03 0.55
C -0.1290 -0.7355 -0.2918 -1.78 0.12 1.52
C 1.1119 -1.4432 -0.5672 2.00 -0.14 -0.99
O -1.0854 -1.7309 0.0428 -1.68 0.12 -1.77
H -1.1745 0.7495 0.8521 0.32 0.15 0.05
H 0.6733 0.8556 0.8080 -0.36 0.90 0.03
H -0.0636 -0.3297 1.7739 -0.34 -0.09 0.34
H -0.4008 -0.0906 -1.1274 -0.55 -0.80 -0.70
H 1.8805 -0.7441 -0.8967 0.41 0.05 0.25
H 0.9648 -2.1055 -1.4203 -0.15 -0.17 -0.05
H 1.4697 -2.0714 0.2486 0.02 0.19 0.27
H -0.7577 -2.2782 0.7602 0.56 -0.30 0.09
C -0.6619 4.6014 4.0131 -0.07 1.42 0.65
C -0.5703 3.2602 3.4002 -0.49 -1.58 0.84
C -1.7827 2.3756 3.7080 -0.13 0.36 -0.80
O -0.3575 3.3365 2.0266 -0.31 0.06 -0.58
H -1.0933 4.5505 5.0128 0.16 0.05 0.16
H -1.2724 5.2995 3.4404 -0.32 -0.26 -0.22
H 0.3079 5.0967 4.0632 0.18 -0.11 0.16
H 0.2350 2.6911 3.8648 0.57 0.16 0.07
H -1.6544 1.4063 3.2263 0.09 -0.09 0.10
H -2.6741 2.8157 3.2610 -0.23 0.10 0.13
H -1.9360 2.2385 4.7784 0.05 0.06 -0.03
H 0.5887 3.4665 1.9295 0.47 -0.21 -0.49
C 4.6384 2.8035 2.0624 0.87 -0.74 -0.37
C 3.3580 1.9499 1.9404 1.01 1.17 1.18
C 2.8972 1.4673 3.2772 0.27 -0.87 0.79
O 2.3795 2.8162 1.4710 -1.24 0.48 -0.37
H 4.5693 3.7008 2.6773 -0.56 -0.11 0.06
H 4.9644 3.1078 1.0677 -0.20 0.17 -0.15
H 5.4929 2.2432 2.4420 -0.01 -0.30 0.22
H 3.5362 1.1157 1.2619 -0.05 -0.13 -0.21
H 3.6643 0.8168 3.6973 0.09 -0.03 0.20
H 1.9900 0.8635 3.2543 -0.17 0.11 -0.30
H 2.7347 2.2836 3.9810 0.04 0.16 -0.12
H 2.6314 2.9855 0.5602 -0.11 0.05 -0.51
C 6.3024 1.2337 -2.1995 -0.59 0.30 0.01
C 5.1952 0.7272 -3.1320 0.41 0.09 0.81
O 4.1108 0.2990 -2.2922 0.46 0.10 -0.52
H 5.8744 1.9964 -1.5490 0.10 0.51 -0.29
H 7.1609 1.6143 -2.7529 0.01 0.04 0.15
H 6.5997 0.4978 -1.4524 0.17 -0.50 -0.49
H 5.5746 -0.0725 -3.7680 -0.20 -0.25 0.11
H 4.7940 1.4868 -3.8029 0.26 0.34 0.01
H 3.9668 -0.6213 -2.5242 -0.38 -0.57 0.03
C -2.8451 0.1514 -2.7899 0.72 0.07 -0.56
C -3.4131 0.1341 -4.2481 -1.26 0.47 2.67
O -4.5490 -0.7619 -4.2254 0.71 -0.52 -0.78
H -2.5471 -0.8542 -2.4935 -0.24 -0.09 0.09
H -3.5084 0.5843 -2.0410 -0.62 -0.33 -0.24
H -1.9603 0.7664 -2.6252 0.31 0.14 -0.61
H -2.6675 -0.1459 -4.9922 -0.40 -0.13 0.00
H -3.8834 1.1025 -4.4188 0.77 0.37 -0.60
H -5.2101 -0.3631 -3.6550 0.03 0.01 0.05
C -1.4745 -3.6817 -3.1989 1.65 0.55 0.25
C -1.0903 -3.2002 -4.6143 -0.53 0.28 1.49
O -1.6194 -4.0937 -5.5210 -0.62 -0.57 -1.57
H -0.8331 -4.5240 -2.9398 -0.12 -0.24 0.04
H -2.5098 -3.9808 -3.0348 -0.06 0.20 -0.52
H -1.2329 -2.9004 -2.4782 -0.11 0.06 0.26
H -0.0265 -3.1298 -4.8410 0.05 -0.22 0.58
H -1.4819 -2.1911 -4.7424 -0.15 0.25 -0.23
H -2.5639 -3.9219 -5.5207 -0.19 -0.31 -0.22
C 4.4016 -2.3916 2.2701 -0.64 -0.73 0.79
C 3.2540 -2.2690 3.2985 -0.25 -0.29 -1.76
O 3.7360 -1.9420 4.5368 0.66 1.10 1.75
H 4.0563 -2.8703 1.3537 0.08 0.37 -0.20
H 5.1361 -3.0632 2.7145 0.31 0.00 -0.13
H 4.8567 -1.4153 2.1036 -0.07 -0.10 -0.15
H 2.6377 -3.1543 3.4547 -0.04 -0.46 -0.82
H 2.5839 -1.4939 2.9267 -0.12 0.20 0.38
H 4.2069 -2.7007 4.8891 0.06 0.02 0.08
C 1.3463 2.6022 -2.3665 -0.26 -0.51 -0.91
C 2.5768 3.3858 -1.9157 -1.90 0.17 -0.35
O 3.2302 2.5324 -1.0256 0.87 0.95 0.59
H 1.7674 1.7103 -2.8305 -0.32 -0.20 -0.41
H 0.6382 3.0778 -3.0451 0.42 0.33 -0.37
H 0.6845 2.2147 -1.5919 0.47 0.32 0.71
H 2.2293 4.3155 -1.4651 0.42 -0.01 0.61
H 3.2208 3.6817 -2.7438 0.01 -0.12 -0.23
H 3.5799 1.8169 -1.5618 0.08 -0.87 0.17
C 2.0759 -5.4730 -0.5113 0.24 1.79 -3.04
C 2.5219 -5.4116 0.8507 -0.13 -0.86 1.50
O 1.4262 -5.9780 1.5632 0.15 -0.45 1.60
H 2.8390 -4.9623 -1.0987 0.08 0.00 -0.63
H 1.1728 -4.8736 -0.6266 -0.19 -0.20 -0.12
H 1.9386 -6.4653 -0.9410 -0.01 -0.07 0.36
H 2.6900 -4.4261 1.2849 -0.03 0.04 -0.38
H 3.4338 -6.0019 0.9407 0.17 -0.03 0.55
H 1.5493 -6.9289 1.5147 -0.37 -0.11 0.18
C -0.7546 -3.1417 4.0744 -1.03 0.24 -0.01
C -1.3955 -3.5985 2.7866 1.85 -0.28 -0.04
O -0.3212 -3.6188 1.8351 -0.17 0.11 -0.69
H -0.3376 -2.1574 3.8618 0.08 0.04 0.47
H 0.0246 -3.8317 4.3981 -0.03 0.03 -0.01
H -1.5582 -3.1051 4.8100 0.28 0.30 0.47
H -2.0884 -2.8635 2.3771 -0.35 -0.37 0.31
H -1.7728 -4.6140 2.9073 -0.61 0.15 -0.24
H 0.2302 -4.3965 1.9475 0.02 -0.39 0.04
```
Positions in Å, forces in eV/Å.

LUMO energy: 0.222 eV
gap between HOMO and LUMO: 9.308 eV
energy relative to the best compared isomer or geometry (same formula, charge and spin): 89.0 kcal/mol